## i
14
Properties=species:S:1:pos:R:3 method="wB97M-V/def2-TZVPD" total_charge=0 multiplicity=1 orbital_gap_ev="6.270 / 8.242" homo_energy_ev="-7.220 / -8.267"
C 0.525 0.166 -0.513
C -0.583 -0.323 0.295
C 1.306 1.275 0.058
C -0.973 -1.765 -0.023
P -2.223 0.802 -0.269
H 0.516 0.057 -1.652
H -0.252 -0.215 1.335
H 1.301 1.170 1.096
H 0.672 2.214 -0.247
H 2.277 1.373 -0.269
H -1.891 -1.888 0.638
H -0.250 -2.419 0.293
H -1.371 -1.737 -1.022
H -1.604 2.114 -0.384

=====

## ii
14
Properties=species:S:1:pos:R:3 method="wB97M-V/def2-TZVPD" total_charge=0 multiplicity=1 orbital_gap_ev="5.992 / 7.722" homo_energy_ev="-6.894 / -8.096"
C 0.643 0.133 -0.512
C -0.380 -0.346 0.201
C 1.409 1.301 0.064
C -0.851 -1.822 -0.104
P -2.212 0.830 -0.093
H 1.061 -0.442 -1.319
H -0.351 -0.175 1.317
H 1.924 1.820 -0.820
H 2.304 0.919 0.695
H 0.746 1.963 0.662
H -1.672 -2.163 0.529
H 0.050 -2.291 0.205
H -1.000 -1.906 -1.229
H -1.670 2.177 0.403

=====

Which structure loses on stability? ii does.

=====

## i
104
Properties=species:S:1:pos:R:3 method="wB97M-V/def2-TZVPD" total_charge=-2 multiplicity=1 orbital_gap_ev=3.869 homo_energy_ev=-0.924
Cs 3.229 0.870 0.125
C 2.523 -0.684 -7.850
C 2.029 -0.751 -6.428
C 2.226 0.322 -5.559
C 1.814 0.266 -4.238
C 1.181 -0.884 -3.780
C 0.989 -1.970 -4.615
C 1.408 -1.895 -5.939
S 0.670 -0.962 -2.058
O 1.626 -0.041 -1.339
C -0.953 -0.188 -2.300
C -1.921 -1.081 -2.834
C -3.205 -0.682 -3.008
C -3.601 0.629 -2.641
C -4.948 1.059 -2.777
C -5.323 2.310 -2.390
C -4.361 3.195 -1.843
C -3.063 2.807 -1.704
C -2.640 1.509 -2.103
C -1.278 1.081 -1.926
C -0.319 2.073 -1.334
C 0.205 3.107 -2.165
C -0.029 3.142 -3.572
C 0.521 4.118 -4.348
C 1.345 5.121 -3.772
C 1.574 5.123 -2.429
C 0.995 4.132 -1.591
C 1.242 4.143 -0.197
C 0.766 3.129 0.580
C 0.005 2.096 -0.003
S -0.514 0.856 1.196
O -0.749 -0.478 0.554
C -2.173 1.521 1.429
C -3.242 0.732 1.055
C -4.533 1.240 1.176
C -4.757 2.518 1.670
C -6.157 3.069 1.784
C -3.658 3.285 2.063
C -2.368 2.795 1.953
H 2.442 0.328 -8.248
H 1.958 -1.354 -8.499
H 3.575 -0.974 -7.911
H 2.717 1.219 -5.919
H 1.992 1.094 -3.560
H 0.526 -2.875 -4.238
H 1.261 -2.745 -6.597
H -1.629 -2.095 -3.086
H -3.945 -1.365 -3.411
H -5.675 0.369 -3.191
H -6.354 2.627 -2.494
H -4.661 4.185 -1.521
H -2.339 3.484 -1.269
H -0.634 2.368 -4.029
H 0.342 4.117 -5.417
H 1.808 5.868 -4.404
H 2.238 5.846 -1.969
H 1.850 4.916 0.255
H 1.038 3.116 1.639
H -3.050 -0.254 0.651
H -5.376 0.636 0.857
H -6.866 2.460 1.220
H -6.211 4.091 1.401
H -6.490 3.095 2.824
H -3.816 4.285 2.453
H -1.520 3.406 2.245
C 2.443 0.586 4.910
Sb 2.249 -1.055 3.574
C 3.897 -2.193 4.335
C 0.747 -2.010 4.905
C 0.741 -3.510 4.896
C 1.362 -4.204 5.940
C 1.393 -5.589 5.996
C 0.783 -6.327 4.989
C 0.174 -5.656 3.940
C 0.151 -4.261 3.861
C -0.458 -3.615 2.654
Sb 0.869 -3.392 0.917
C -0.001 -5.121 -0.088
C 2.560 -4.535 1.615
H 2.641 0.183 5.905
H 1.531 1.182 4.911
H 3.258 1.220 4.562
H 3.990 -2.011 5.407
H 4.800 -1.840 3.835
H 3.751 -3.259 4.154
H -0.218 -1.598 4.602
H 0.981 -1.634 5.901
H 1.831 -3.626 6.730
H 1.888 -6.086 6.822
H 0.790 -7.410 5.014
H -0.291 -6.222 3.139
H -0.841 -2.615 2.853
H -1.274 -4.226 2.264
H 0.126 -6.019 0.521
H 0.486 -5.274 -1.054
H -1.066 -4.947 -0.258
H 2.358 -5.031 2.567
H 3.419 -3.873 1.733
H 2.788 -5.288 0.858
Se 2.818 3.968 3.319
Sb 4.926 3.407 2.133
Se 5.287 0.909 2.432
Se 6.813 4.731 2.916
Se 4.564 3.762 -0.335

=====

## ii
104
Properties=species:S:1:pos:R:3 method="wB97M-V/def2-TZVPD" total_charge=-2 multiplicity=1 orbital_gap_ev=4.298 homo_energy_ev=-1.217
Cs 0.319 -0.467 1.431
C 8.095 3.518 -2.003
C 6.935 2.620 -1.671
C 6.366 2.642 -0.404
C 5.275 1.842 -0.094
C 4.759 1.000 -1.064
C 5.291 0.979 -2.343
C 6.381 1.781 -2.635
S 3.326 -0.008 -0.644
O 2.910 0.507 0.704
C 4.225 -1.534 -0.329
C 5.083 -1.571 0.791
C 5.726 -2.722 1.117
C 5.556 -3.890 0.327
C 6.236 -5.094 0.630
C 6.073 -6.203 -0.148
C 5.215 -6.164 -1.268
C 4.535 -5.021 -1.573
C 4.687 -3.852 -0.784
C 3.976 -2.646 -1.088
C 3.034 -2.635 -2.247
C 3.579 -2.358 -3.542
C 4.971 -2.179 -3.751
C 5.473 -1.923 -4.996
C 4.603 -1.823 -6.105
C 3.262 -2.004 -5.934
C 2.715 -2.293 -4.659
C 1.328 -2.509 -4.478
C 0.820 -2.795 -3.249
C 1.693 -2.895 -2.138
S 0.816 -3.306 -0.603
O 1.697 -2.913 0.556
C 0.941 -5.087 -0.765
C 1.829 -5.790 0.027
C 1.880 -7.173 -0.082
C 1.044 -7.849 -0.964
C 1.078 -9.351 -1.058
C 0.137 -7.113 -1.722
C 0.063 -5.734 -1.622
H 8.716 3.695 -1.125
H 7.747 4.489 -2.361
H 8.720 3.084 -2.784
H 6.775 3.299 0.355
H 4.809 1.867 0.883
H 4.860 0.344 -3.106
H 6.802 1.763 -3.634
H 5.195 -0.679 1.396
H 6.377 -2.764 1.983
H 6.890 -5.118 1.494
H 6.598 -7.119 0.095
H 5.078 -7.050 -1.873
H 3.853 -4.996 -2.413
H 5.643 -2.248 -2.904
H 6.539 -1.793 -5.133
H 5.004 -1.605 -7.087
H 2.584 -1.933 -6.776
H 0.658 -2.409 -5.324
H -0.255 -2.918 -3.103
H 2.465 -5.252 0.719
H 2.583 -7.732 0.527
H 2.066 -9.738 -0.805
H 0.824 -9.690 -2.063
H 0.359 -9.802 -0.369
H -0.545 -7.628 -2.389
H -0.693 -5.171 -2.165
C 1.919 4.784 -0.126
Sb 0.353 3.679 0.863
C 1.484 3.467 2.694
C -0.703 5.425 1.603
C -1.615 6.061 0.600
C -1.060 6.975 -0.295
C -1.818 7.619 -1.259
C -3.179 7.350 -1.325
C -3.744 6.449 -0.443
C -2.994 5.770 0.529
C -3.679 4.785 1.385
Sb -4.235 2.763 0.336
C -3.003 3.167 -1.369
C -2.751 1.707 1.500
H 1.567 5.151 -1.089
H 2.745 4.091 -0.298
H 2.265 5.619 0.485
H 1.917 4.422 2.996
H 2.277 2.737 2.529
H 0.832 3.101 3.487
H 0.074 6.127 1.914
H -1.240 5.093 2.492
H 0.004 7.183 -0.225
H -1.356 8.318 -1.945
H -3.798 7.839 -2.068
H -4.806 6.234 -0.504
H -4.665 5.156 1.665
H -3.131 4.532 2.291
H -3.548 3.806 -2.063
H -2.762 2.212 -1.832
H -2.085 3.670 -1.068
H -2.313 2.342 2.271
H -2.008 1.437 0.749
H -3.171 0.791 1.913
Se -2.546 -2.489 1.242
Sb -2.727 -1.508 -1.034
Se -0.745 -0.097 -1.714
Se -2.827 -3.345 -2.691
Se -4.719 -0.018 -1.052

=====

Which structure loses on stability? i does.

=====

## i
13
Properties=species:S:1:pos:R:3 method="wB97M-V/def2-TZVPD" total_charge=0 multiplicity=1 orbital_gap_ev=11.276 homo_energy_ev=-10.553
C 1.812 0.318 0.161
C -0.470 -0.464 -0.338
C 0.952 -0.926 -0.088
N -1.232 -0.064 0.593
F 1.440 -1.659 -1.110
F 1.077 -1.792 1.016
Br -5.334 -0.431 0.117
H 1.474 1.064 -0.514
H 1.624 0.524 1.138
H 2.849 0.102 -0.210
H -0.659 -0.449 -1.409
H -4.035 -0.685 -0.286
H -0.820 -0.063 1.580

=====

## ii
13
Properties=species:S:1:pos:R:3 method="wB97M-V/def2-TZVPD" smiles=CCC(F)(F)NBr total_charge=0 multiplicity=1 orbital_gap_ev=9.645 homo_energy_ev=-9.569
C 1.240 -1.251 0.525
C -0.193 -0.655 0.480
C -0.090 0.669 -0.285
N -1.563 1.229 -0.375
F 0.726 1.567 0.293
F 0.411 0.505 -1.500
Br -1.591 3.058 -1.040
H 1.528 -1.334 -0.589
H 1.280 -2.154 1.203
H 1.871 -0.405 1.016
H -0.763 -0.544 1.341
H -0.702 -1.229 -0.295
H -2.154 0.545 -0.775

=====

Which structure loses on stability? ii does.

=====

## i
16
Properties=species:S:1:pos:R:3 method="wB97M-V/def2-TZVPD" total_charge=0 multiplicity=1 orbital_gap_ev="6.780 / 7.650" homo_energy_ev="-7.568 / -8.187"
C -1.293 0.071 0.139
C -0.080 0.463 -0.399
C -2.329 1.132 0.129
C 0.890 -1.708 0.042
N 0.966 -0.426 -0.595
P 3.128 0.726 0.296
H -1.480 -0.786 0.890
H 0.150 1.467 -1.004
H -3.282 0.595 -0.046
H -2.268 1.796 1.062
H -2.065 1.635 -0.768
H -0.069 -2.065 -0.492
H 1.756 -2.295 -0.223
H 0.625 -1.694 1.097
H 3.118 1.863 -0.532
H 2.554 1.692 1.170

=====

## ii
16
Properties=species:S:1:pos:R:3 method="wB97M-V/def2-TZVPD" smiles="CP(C)#N.C=C" total_charge=0 multiplicity=1 orbital_gap_ev=9.159 homo_energy_ev=-8.702
C 4.075 -0.262 0.612
C 3.923 -0.327 -0.678
C -1.838 1.459 -0.350
C -3.049 -1.335 0.268
N -0.037 -0.831 -0.192
P -1.440 -0.334 -0.047
H 3.761 -1.023 1.342
H 4.570 0.639 1.074
H 3.994 0.560 -1.235
H 3.692 -1.329 -1.038
H -2.645 1.594 -0.985
H -2.215 2.037 0.518
H -1.075 1.937 -0.979
H -3.727 -0.991 -0.524
H -2.712 -2.331 0.267
H -3.321 -1.067 1.252

=====

Which structure loses on stability? i does.

=====

## i
9
Properties=species:S:1:pos:R:3 method="wB97M-V/def2-TZVPD" total_charge=0 multiplicity=1 orbital_gap_ev=8.271 homo_energy_ev=-8.976
C -2.021 0.141 0.356
C 3.480 -1.684 -1.456
N -0.956 -0.464 0.069
N 0.067 -0.856 -0.176
S 3.791 -2.005 -3.014
Br 4.682 -1.680 0.048
H -2.365 0.842 -0.385
H -2.784 -0.339 0.973
H 2.596 -1.519 -1.040

=====

## ii
9
Properties=species:S:1:pos:R:3 method="wB97M-V/def2-TZVPD" total_charge=0 multiplicity=1 orbital_gap_ev=10.966 homo_energy_ev=-10.428
C -1.146 -1.636 0.714
C -0.018 0.150 0.992
N -0.900 -0.689 1.544
N 0.307 0.007 -0.233
S -0.330 -1.378 -0.769
Br 1.752 3.067 -2.426
H -1.970 -2.379 0.716
H 0.209 1.014 1.528
H 2.096 1.845 -2.066

=====

Which structure loses on stability? i does.

=====

## i
9
Properties=species:S:1:pos:R:3 method="wB97M-V/def2-TZVPD" total_charge=0 multiplicity=1 orbital_gap_ev=8.259 homo_energy_ev=-8.158
C 0.653 0.372 -0.103
N 0.678 1.571 -0.295
P 1.603 -1.124 -0.063
P -1.525 -0.755 -0.156
H -0.199 2.018 -0.393
H 0.869 -1.404 1.185
H 2.867 -0.571 0.620
H -1.180 -0.381 1.249
H -2.376 0.447 -0.215

=====

## ii
9
Properties=species:S:1:pos:R:3 method="wB97M-V/def2-TZVPD" smiles="[H]/P=N/PC" total_charge=0 multiplicity=1 orbital_gap_ev=8.658 homo_energy_ev=-8.805
C 1.298 0.460 -0.411
N -1.416 -0.800 0.684
P -2.205 0.159 -0.246
P 0.483 -1.181 -0.204
H 2.447 0.362 -0.218
H 0.837 1.300 0.334
H 1.251 0.990 -1.468
H -3.615 0.100 0.452
H 0.920 -1.389 1.076

=====

Which structure loses on stability? i does.

=====

## i
9
Properties=species:S:1:pos:R:3 method="wB97M-V/def2-TZVPD" total_charge=0 multiplicity=1 orbital_gap_ev=9.669 homo_energy_ev=-9.613
N -0.418 0.290 -0.797
O 0.722 0.024 1.423
Si -1.228 -0.263 0.551
Si 1.287 0.382 -0.025
H -0.440 -0.168 -1.726
H -2.132 0.739 1.038
H -1.677 -1.606 0.722
H 1.805 -0.918 -0.697
H 2.081 1.520 -0.490

=====

## ii
9
Properties=species:S:1:pos:R:3 method="wB97M-V/def2-TZVPD" total_charge=0 multiplicity=1 orbital_gap_ev=8.901 homo_energy_ev=-9.759
N 0.346 -0.653 0.063
O -1.093 1.537 0.003
Si 1.258 0.718 0.015
Si -1.456 0.037 0.015
H 0.599 -1.617 -0.058
H 1.714 1.370 1.229
H 1.756 1.360 -1.202
H -1.984 -0.619 -1.183
H -2.034 -0.572 1.208

=====

## iii
9
Properties=species:S:1:pos:R:3 method="wB97M-V/def2-TZVPD" total_charge=0 multiplicity=1 orbital_gap_ev=10.069 homo_energy_ev=-9.871
N 0.459 -0.926 -0.112
O -0.706 1.232 -0.015
Si 1.148 0.634 -0.219
Si -1.215 -0.251 0.177
H 1.000 -1.744 0.307
H 2.019 1.344 0.626
H 1.189 1.109 -1.611
H -1.906 -1.268 -0.587
H -1.989 -0.128 1.434

=====

Which structure loses on stability? ii does.

=====

## i
7
Properties=species:S:1:pos:R:3 method="wB97M-V/def2-TZVPD" smiles="CC(F)=S" total_charge=0 multiplicity=1 orbital_gap_ev=9.520 homo_energy_ev=-9.386
C -0.907 -0.413 0.191
C 0.750 0.359 -0.155
F -1.294 0.275 1.254
S -1.621 -1.578 -0.588
H 1.026 -0.011 -1.181
H 1.632 -0.023 0.452
H 0.412 1.392 0.026

=====

## ii
7
Properties=species:S:1:pos:R:3 method="wB97M-V/def2-TZVPD" smiles="C=C=S.F" total_charge=0 multiplicity=1 orbital_gap_ev=8.491 homo_energy_ev=-9.001
C 0.731 -0.001 -1.020
C 0.210 0.899 -0.281
F -1.309 -1.193 1.920
S 1.406 -1.068 -1.962
H 0.276 1.942 -0.452
H -0.291 0.801 0.761
H -1.022 -1.380 1.034

=====

## iii
7
Properties=species:S:1:pos:R:3 method="wB97M-V/def2-TZVPD" smiles="FCC=S" total_charge=0 multiplicity=1 orbital_gap_ev=8.588 homo_energy_ev=-9.107
C -0.684 -0.483 0.048
C 0.577 0.385 -0.069
F 1.563 -0.587 -0.349
S -2.227 -0.127 -0.279
H -0.542 -1.404 0.459
H 0.744 0.914 0.882
H 0.568 1.301 -0.692

=====

Which structure loses on stability? i does.

=====

## i
9
Properties=species:S:1:pos:R:3 method="wB97M-V/def2-TZVPD" total_charge=0 multiplicity=1 orbital_gap_ev=9.197 homo_energy_ev=-10.059
C -0.208 -0.481 -0.400
C 0.740 -0.257 0.672
O -1.102 1.295 -0.675
F 0.224 -0.708 -1.570
F -1.234 -1.242 -0.105
F 0.139 -0.083 1.809
F 1.481 -1.404 0.719
I 2.001 1.510 -0.001
H -2.041 1.368 -0.447

=====

## ii
9
Properties=species:S:1:pos:R:3 method="wB97M-V/def2-TZVPD" smiles=OC(F)(F)C(F)(F)I total_charge=0 multiplicity=1 orbital_gap_ev=10.004 homo_energy_ev=-10.403
C 0.447 0.112 -0.434
C -0.894 0.261 0.228
O 1.294 -0.976 0.438
F 0.437 -0.395 -1.638
F 1.119 1.241 -0.482
F -0.561 0.377 1.556
F -1.604 1.328 -0.290
I -2.206 -1.469 -0.172
H 1.968 -0.479 0.794

=====

Which structure loses on stability? i does.